Entry 1:
Here is a structure of composition C41H53Cl3Ge2N3O2V from the OMol25 dataset. Energies are from ωB97M-V/def2-TZVPD.

Calculated values
- HOMO energy (alpha / beta) (eV) = -13.477 / -13.491
- frontier orbital gap (alpha / beta) (eV) = 7.242 / 7.174
- total charge = +2
- ⟨S²⟩ = 2.044
- spin multiplicity = 3

Structure (XYZ):
```
105
C41H53Cl3Ge2N3O2V (ωB97M-V/def2-TZVPD)
V 1.7493 0.7436 0.2021
C 2.1162 0.1240 2.3930
C 3.1382 1.0213 1.9818
C 3.9009 0.3785 0.9742
C 3.3282 -0.8965 0.7313
C 2.2214 -1.0510 1.5993
C 1.4028 -2.2968 1.7395
C 3.9017 -1.9519 -0.1566
C 5.2101 0.8286 0.4138
C 3.4318 2.3500 2.6061
C 1.2852 0.2912 3.6258
H 1.8927 -3.0047 2.4118
H 1.2679 -2.7959 0.7800
H 0.4199 -2.0766 2.1552
H 4.6200 -2.5465 0.4139
H 4.4251 -1.5246 -1.0100
H 3.1359 -2.6260 -0.5360
H 6.0071 0.2387 0.8725
H 5.4168 1.8730 0.6368
H 5.2678 0.6687 -0.6614
H 4.1277 2.2346 3.4397
H 2.5285 2.8176 3.0002
H 3.8882 3.0374 1.8939
H 1.9060 0.0885 4.5010
H 0.4612 -0.4194 3.6510
H 0.8920 1.3017 3.7395
C -2.4654 -0.1299 4.0892
O -1.7507 1.0605 3.6495
C -1.3895 0.8714 2.3956
N -1.6072 -0.2985 1.9057
C -2.1747 -1.1646 2.9993
C -3.3666 -1.9760 2.5700
C -3.3219 -3.3632 2.6130
C -4.4194 -4.1065 2.2050
C -5.5618 -3.4657 1.7499
C -5.6233 -2.0772 1.7248
C -4.5307 -1.3365 2.1447
C -0.9193 2.1425 1.7549
C -1.7422 3.2299 2.0263
C -1.4055 4.4835 1.5535
C -0.2332 4.6088 0.8354
C 0.5273 3.4745 0.6018
N 0.2115 2.2413 1.0385
C 1.7519 3.5963 -0.2102
N 2.4476 2.5990 -0.5907
C 3.5744 3.1365 -1.4184
C 3.2688 4.6508 -1.4453
O 2.1125 4.8113 -0.5704
C 3.6911 2.5198 -2.7882
C 4.8354 1.8116 -3.1325
C 4.9603 1.2483 -4.3949
C 3.9435 1.4033 -5.3239
C 2.8093 2.1343 -4.9939
C 2.6841 2.6902 -3.7320
H -3.5183 0.1363 4.1561
H -2.0895 -0.4080 5.0686
H -1.3739 -1.8361 3.3148
H -2.4295 -3.8654 2.9701
H -4.3849 -5.1867 2.2483
H -6.4142 -4.0504 1.4312
H -6.5241 -1.5791 1.3940
H -4.5849 -0.2515 2.1671
H -2.6349 3.0848 2.6171
H -2.0374 5.3380 1.7521
H 0.1042 5.5568 0.4434
H 4.4979 2.9514 -0.8757
H 2.9838 5.0061 -2.4321
H 4.0715 5.2645 -1.0470
H 5.6510 1.7179 -2.4253
H 5.8574 0.7032 -4.6562
H 4.0416 0.9713 -6.3107
H 2.0223 2.2744 -5.7215
H 1.7889 3.2492 -3.4871
C 0.0705 -5.4819 -2.3091
C -0.7072 -4.8395 -1.1679
C -0.8262 -3.3266 -1.3376
C -1.6211 -2.6894 -0.1952
Ge -1.5091 -0.7556 -0.0927
C -2.9778 0.4006 -0.6410
C -3.5894 0.0764 -2.0044
C -4.9770 0.6927 -2.1823
C -6.0407 0.0677 -1.2877
H 0.1613 -6.5580 -2.1696
H 1.0789 -5.0683 -2.3782
H -0.4264 -5.3109 -3.2652
H -0.2161 -5.0552 -0.2128
H -1.7090 -5.2743 -1.1071
H -1.3075 -3.1116 -2.2950
H 0.1806 -2.8950 -1.3943
H -1.2386 -3.0507 0.7617
H -2.6777 -2.9601 -0.2452
H 0.0101 -0.3578 -0.0752
H -2.6534 1.4399 -0.5979
H -3.7159 0.2278 0.1462
H -3.6598 -1.0083 -2.1454
H -2.9404 0.4590 -2.7967
H -5.2727 0.5708 -3.2255
H -4.9175 1.7701 -2.0026
H -6.1124 -1.0076 -1.4654
H -7.0190 0.5025 -1.4893
H -5.8318 0.2210 -0.2255
Cl -0.0706 0.0694 -4.9310
Ge -0.3245 -0.1656 -2.7985
Cl 1.9880 -0.2791 -2.0209
Cl -0.4236 2.0179 -2.1110
```

Entry 2:
Here is a cluster of 3 separate species, C4H14NO3 in total from the OMol25 dataset. Energies are from ωB97M-V/def2-TZVPD.

Calculated values
- HOMO energy (eV) = -14.014
- frontier orbital gap (eV) = 11.168
- energy above the lowest of the compared OMol25 structures with the same formula, charge and spin (eV) = 0.317
- total charge = +1

Structure (XYZ):
```
22
C4H14NO3 (ωB97M-V/def2-TZVPD)
C 1.2361 -1.2113 0.1718
C 0.9413 0.2392 0.5070
C 0.4923 0.4869 1.9353
C 0.1998 1.9127 2.2761
O 0.4632 2.7868 1.4957
N -0.1444 0.7654 -0.4220
H 0.3470 -1.7449 -0.1578
H 1.6411 -1.6790 1.0582
H 2.0435 -1.3658 -0.5449
H 1.7636 0.8834 0.1896
H 1.4309 0.3469 2.4946
H -0.0875 -0.3525 2.2951
H -0.2601 2.0686 3.2627
H -1.0742 0.3925 -0.2486
H 0.1406 0.6052 -1.4089
H -0.1260 1.7796 -0.3549
H -0.7076 0.4656 -3.7391
H 0.0334 -0.8803 -3.6541
O -0.4114 -0.2090 -3.1174
H -3.2829 -1.3946 -0.8293
H -2.2546 -2.4110 -0.7309
O -2.3839 -1.4846 -0.4780
```

Entry 3:
Here is an isolated molecule of C2H2FN3O from the OMol25 dataset. Energies are from ωB97M-V/def2-TZVPD.

Calculated values
- HOMO energy (eV) = -9.553
- frontier orbital gap (eV) = 10.292
- energy above the lowest of the compared OMol25 structures with the same formula, charge and spin (eV) = 0.806
- total charge = 0
- SMILES = Oc1nn[nH]c1F

Structure (XYZ):
```
9
C2H2FN3O (ωB97M-V/def2-TZVPD)
O -2.0526 0.2761 -0.0363
C -0.7341 -0.0156 -0.0856
N -0.3169 -1.2938 -0.2414
N 0.9853 -1.3189 -0.0676
N 1.3878 -0.0728 0.0364
C 0.3359 0.7824 -0.0088
F 0.4551 2.0998 -0.1548
H -2.4178 -0.4717 0.4261
H 2.3572 0.0145 0.1319
```

Entry 4:
Here is a cluster of 9 separate species, C34H62B2F6IO16 in total from the OMol25 dataset. Energies are from ωB97M-V/def2-TZVPD.

Calculated values
- HOMO energy (eV) = -4.682
- frontier orbital gap (eV) = 6.477
- total charge = -1

Structure (XYZ):
```
121
C34H62B2F6IO16 (ωB97M-V/def2-TZVPD)
C -4.7023 -1.4851 4.7275
O -4.4435 -0.6392 3.6016
B -3.1661 -0.0414 3.7307
O -3.1261 1.1496 4.4127
B -1.7912 -0.7759 3.0312
I -0.3920 -1.4911 4.6388
C -1.0306 0.3747 2.0522
O 0.2519 0.8124 2.5546
C 1.2790 0.5492 1.6683
O 2.4948 0.5128 2.3619
C 2.8991 -0.7923 2.7191
C 3.3688 -0.7818 4.1640
O 3.2947 -2.0575 4.7569
C -2.3199 -1.9044 2.0020
O -2.8223 -1.5673 0.9390
C -2.3110 -3.4667 2.1942
F -2.3775 -3.8580 3.4888
F -3.4202 -3.9917 1.5840
C -1.1072 -4.1317 1.5153
F 0.0231 -3.7508 2.1646
F -1.1819 -5.4899 1.6079
C -0.8940 -3.7829 0.0223
F -0.3684 -2.5376 -0.1054
F -2.0307 -3.8497 -0.6834
C 0.1195 -4.7509 -0.6462
O -0.1290 -5.2339 -1.7344
O 1.2308 -4.9864 0.0536
H -3.8115 -2.0389 5.0090
H -5.5230 -2.1317 4.4514
H -5.0495 -0.8717 5.5574
H -4.0396 1.4215 4.5341
H -0.8787 -0.0208 1.0563
H -1.6589 1.2525 1.9685
H 1.1251 -0.3876 1.1277
H 1.3602 1.3495 0.9280
H 3.7187 -1.1103 2.0736
H 2.0940 -1.5098 2.6035
H 2.8046 -0.0307 4.7074
H 4.4174 -0.5032 4.1733
H 2.3661 -2.2981 4.8251
H 1.4761 -5.9069 -0.1059
C -3.2276 0.3377 -2.1058
C -2.1838 1.2501 -1.5042
O -1.2600 0.8053 -0.8701
C -2.3505 2.7294 -1.7328
H -2.9878 -0.6949 -1.8606
H -4.2113 0.5786 -1.7001
H -3.2476 0.4602 -3.1915
H -3.2991 3.0720 -1.3174
H -2.3260 2.9390 -2.8043
H -1.5395 3.2594 -1.2389
C 0.7693 4.3685 2.6542
C -0.1899 4.8065 1.5729
O -1.1164 4.1127 1.2301
C 0.0801 6.1477 0.9323
H 0.4839 3.3863 3.0297
H 1.7780 4.3069 2.2407
H 0.7607 5.0859 3.4777
H 1.0636 6.1363 0.4635
H 0.0398 6.9375 1.6855
H -0.6707 6.3446 0.1696
C 3.7379 -6.0887 3.2814
C 3.4969 -6.7874 1.9693
O 2.3853 -6.8748 1.5036
C 4.7000 -7.3659 1.2631
H 2.7942 -5.7196 3.6746
H 4.1800 -6.7820 3.9992
H 4.4141 -5.2452 3.1357
H 5.1801 -8.1124 1.8974
H 5.4164 -6.5747 1.0380
H 4.3860 -7.8368 0.3342
C 3.9147 4.7083 -2.3254
C 3.6202 6.0694 -1.7413
O 2.5464 6.3152 -1.2425
C 4.7269 7.0883 -1.8064
H 3.0430 4.0677 -2.2134
H 4.1565 4.8016 -3.3855
H 4.7597 4.2551 -1.8050
H 5.0030 7.2752 -2.8463
H 5.6034 6.7221 -1.2635
H 4.3881 8.0185 -1.3548
C -1.7989 1.7353 -5.9549
C -3.2041 2.2870 -5.9709
O -3.6024 3.0292 -5.1060
C -4.0915 1.8620 -7.1175
H -1.2700 2.1140 -5.0834
H -1.8218 0.6449 -5.9094
H -1.2664 2.0423 -6.8566
H -4.2065 0.7771 -7.1176
H -3.6515 2.1738 -8.0661
H -5.0697 2.3244 -7.0089
C -0.8828 -4.5859 -6.8556
C -0.9910 -3.5796 -5.7311
O -0.7287 -2.4131 -5.9122
C -1.4379 -4.1081 -4.3936
H -0.5532 -4.0837 -7.7627
H -0.1616 -5.3613 -6.5938
H -1.8539 -5.0493 -7.0360
H -0.7425 -4.8636 -4.0328
H -2.4323 -4.5495 -4.4842
H -1.4758 -3.2959 -3.6723
C -8.9806 -3.8168 2.8667
C -8.3491 -2.4859 2.5255
O -7.7314 -1.8515 3.3417
C -8.5225 -1.9900 1.1098
H -8.7791 -4.0555 3.9082
H -10.0601 -3.7697 2.7124
H -8.5630 -4.6014 2.2340
H -9.5834 -1.8674 0.8826
H -8.0859 -2.7028 0.4086
H -8.0191 -1.0328 1.0006
C 9.3835 7.1038 0.9256
C 8.7361 6.4586 -0.2741
O 7.5780 6.6623 -0.5521
C 9.5989 5.5462 -1.1103
H 8.6569 7.7302 1.4367
H 9.7404 6.3368 1.6143
H 10.2269 7.7193 0.6091
H 9.9645 4.7177 -0.5023
H 10.4508 6.0995 -1.5085
H 9.0139 5.1498 -1.9365
```

Entry 5:
Here is an isolated molecule of C3H4FN3O from the OMol25 dataset. Energies are from ωB97M-V/def2-TZVPD.

Calculated values
- HOMO energy (eV) = -9.782
- frontier orbital gap (eV) = 10.607
- energy above the lowest of the compared OMol25 structures with the same formula, charge and spin (eV) = 2.681
- total charge = 0
- SMILES = On1cc(CF)nn1

Structure (XYZ):
```
12
C3H4FN3O (ωB97M-V/def2-TZVPD)
O -2.5729 -0.9112 0.0030
N -1.3933 -0.2374 -0.0089
C -0.1775 -0.7871 -0.0012
C 0.6397 0.3416 0.0035
C 2.1308 0.3838 -0.0043
F 2.6257 -0.9057 0.0003
N -0.1351 1.4481 -0.0059
N -1.3878 1.0815 0.0072
H -3.2149 -0.1872 -0.0038
H 0.0122 -1.8717 0.0134
H 2.5004 0.9185 0.9092
H 2.5095 0.9068 -0.8813
```

Look up the total charge of the second one. +1

Which of these has the highest total charge? C41H53Cl3Ge2N3O2V